C28H27N4O5V | the ωB97M-V functional and the def2-TZVPD basis

Its expectation value of S² is 3.78. The HOMO energy (spin up / spin down) comes out at -2.8 / -3.0 eV. The calculation puts the total energy at -2622.5637 hartree. For the energy above the lowest of the compared OMol25 structures with the same formula, charge and spin, the calculation gives 0.0 kcal per mole. As for the charge: -1. As for the multiplicity: 4. The maximum force is 0.058 hartree/bohr. As for the LUMO energy (spin up / spin down): 2.60 / 2.47 eV.

Element x y z (Å)
V 9.5783 11.7679 11.6047
O 6.0773 12.7724 13.6586
O 11.5984 11.0476 12.4370
O 12.7573 11.1072 14.3748
O 7.6170 12.6197 12.0286
O 9.1364 11.8290 17.7314
N 9.4089 11.8571 13.7872
N 9.6504 11.7182 9.6325
N 8.8505 9.5260 11.1158
N 10.0822 13.7796 11.1088
C 10.3457 11.3671 15.8220
C 6.4758 8.4012 9.1713
C 6.4321 8.7822 10.6313
C 9.5049 10.5201 7.5862
C 9.6265 7.2037 11.4879
C 9.5896 12.9878 7.6059
C 11.7262 11.0846 13.6835
C 10.2842 14.7445 11.9986
C 7.2114 12.5621 13.2095
C 9.5234 10.4885 9.0253
C 9.7411 16.3877 10.2974
C 9.8281 14.0737 9.8155
C 10.7886 14.4128 13.4079
C 10.1026 16.0558 11.6082
C 9.1762 11.8357 16.4007
C 8.0908 12.2722 15.6717
C 9.6602 15.3880 9.3948
C 8.6890 8.6678 13.3404
C 5.0633 9.3201 10.9659
C 9.0856 8.3320 11.9378
C 9.5206 11.7222 6.9671
C 9.6541 12.9004 8.9583
C 9.7445 8.0900 9.2394
C 9.3919 9.3232 9.7335
C 8.2429 12.2008 14.2660
C 7.4102 9.8932 11.0645
C 9.9322 7.0432 10.0814
C 10.4812 11.3932 14.4599
H 9.3395 15.5620 8.3608
H 7.2813 10.7028 10.3916
H 11.0208 15.3905 13.8594
H 10.1008 7.9783 8.2179
H 4.7632 10.3350 10.4621
H 8.8647 7.8574 14.0183
H 9.9976 11.6234 18.0802
H 10.0340 13.8851 13.9405
H 9.6875 6.3667 12.1723
H 9.3442 9.6485 6.9395
H 10.2744 16.8776 12.3023
H 7.0810 10.2512 12.0589
H 5.0637 9.5091 12.0227
H 5.6263 7.6860 9.0254
H 7.1234 12.5500 16.0517
H 10.3553 6.1638 9.7414
H 7.6834 9.0045 13.5216
H 9.3644 11.6800 5.9008
H 6.2998 9.3051 8.5808
H 6.6743 7.8885 11.2257
H 11.2051 11.0744 16.4042
H 11.6789 13.7593 13.4468
H 9.6170 13.8867 7.0667
H 9.4943 17.3889 9.9551
H 9.3522 9.4666 13.7269
H 7.4213 7.9956 8.8929
H 4.2770 8.6621 10.6486

Cartesian forces (eV/Å) of the 3 atoms listed first:
V 0.5074 -0.6896 2.1377
O 0.0884 -0.0204 -0.3747
O -0.5793 -0.1452 -0.8656

=====

C28H27N4O6S2Sn | the ωB97M-V functional and the def2-TZVPD basis

The HOMO energy comes out at -4.5 eV. The calculation puts the total energy at -2764.4053 hartree. For the energy above the lowest of the compared OMol25 structures with the same formula, charge and spin, the calculation gives 0.0 kcal per mole. As for the charge: -1. The maximum force is 0.011 hartree/bohr. As for the LUMO energy: 2.27 eV.

Element x y z (Å)
Sn 0.0020 0.9782 0.8883
S 1.0778 -2.0374 2.2485
S -2.5093 6.0229 -0.6185
O -3.5603 -1.2809 1.6557
O 2.0919 1.0823 0.0132
O 2.3523 -1.4245 1.9442
O -1.9819 -0.1030 0.5938
O 0.9791 -2.9014 3.4073
O 2.7819 1.9101 3.7056
N -1.8137 3.5694 -0.1973
N -0.0970 0.3975 -1.5044
N 0.3533 0.0504 -3.6178
N 0.0010 -0.8774 2.2910
C 4.1156 -0.0182 -0.4878
C -1.0151 0.2248 -3.5344
C -0.0107 -4.6708 -1.3209
C -4.0113 2.5059 0.1617
C -5.1499 5.0659 -0.2606
C 4.3980 -1.1235 -2.6154
C -3.2033 3.6128 -0.1119
C 4.8989 -0.7244 -1.3693
C -0.2601 -5.1048 -0.0259
C -1.2753 0.4384 -2.2213
C -1.3474 4.7352 -0.4493
C -0.3917 -5.5113 -2.5112
C 0.6786 -3.0916 0.8737
C 3.0916 -0.8121 -2.9270
C 2.7882 0.3590 -0.8088
C 0.6042 -3.4315 -1.5010
C 2.2769 -0.0863 -2.0507
C -1.3815 -1.2768 2.5939
C -2.4082 -0.8790 1.5247
C -3.7694 4.8744 -0.3177
C 0.0820 -4.3246 1.0739
C 2.5977 3.6260 2.2483
C 0.9467 -2.6500 -0.4152
C 0.8718 0.1497 -2.3676
C -5.3762 2.6990 0.2163
C 2.3175 0.7530 4.4442
C -5.9408 3.9658 0.0054
C 1.8972 2.5331 2.9884
H -2.2164 0.5974 -1.7259
H -1.7095 -0.7747 3.5092
H 3.5771 3.8930 2.6584
H 0.8810 -0.1256 -4.4517
H -5.5884 6.0422 -0.4213
H -0.8796 -6.4357 -2.2017
H -0.1106 -4.6585 2.0841
H 5.0098 -1.6863 -3.3076
H -1.6529 0.1823 -4.3988
H 1.3091 0.5016 4.1295
H 4.4748 0.2624 0.4942
H 0.4864 -5.7750 -3.1047
H 1.4471 -1.7040 -0.5656
H 0.8181 -3.0740 -2.5036
H -3.5605 1.5317 0.3262
H -1.4762 -2.3459 2.7866
H -0.7345 -6.0675 0.1297
H 2.7280 3.2287 1.2324
H 2.3628 1.0036 5.5027
H 5.9090 -0.9961 -1.0844
H 2.6864 -1.1669 -3.8701
H -7.0158 4.0864 0.0563
H 2.9939 -0.0637 4.2087
H 1.9455 4.4972 2.1666
H -6.0179 1.8539 0.4294
H -1.0784 -4.9707 -3.1659
H -0.2892 4.9398 -0.5565

Cartesian forces (eV/Å) of the 3 atoms listed first:
Sn -0.1228 0.1288 0.0695
S 0.0608 0.1629 0.1720
S 0.0296 0.0757 -0.0117

=====

C28H27NO5P2Rh | the ωB97M-V functional and the def2-TZVPD basis

Its expectation value of S² is 6.03. The HOMO energy (spin up / spin down) comes out at -8.7 / -11.5 eV. The calculation puts the total energy at -2306.8345 hartree. As for the charge: +1. As for the multiplicity: 5. The maximum force is 0.210 hartree/bohr. As for the LUMO energy (spin up / spin down): -3.60 / -6.15 eV.

Element x y z (Å)
Rh -1.8072 -0.5607 -0.1033
P -0.3517 0.4637 1.4760
P 0.2222 -1.6658 -0.5128
O -2.7170 -1.4983 -1.4769
O -3.0688 -1.5832 3.2433
O -2.1624 -1.9041 1.1915
O -3.2352 0.5239 0.3615
O -4.2960 -0.7750 -2.9586
N 0.7451 -0.4339 0.5306
C 1.2294 4.0336 0.0559
C 0.6782 0.4142 -2.4492
C -4.0686 0.4266 -0.7593
C -0.0039 0.2178 -4.7621
C 0.3128 1.7264 3.8897
C 4.1420 -2.8502 -1.2061
C 2.0243 1.0157 5.4386
C 0.6149 0.6626 3.0199
C -1.1597 2.6097 -0.1139
C 2.3229 -0.0585 4.6043
C 0.1772 4.5349 -0.7059
C -2.8106 -1.1015 2.1527
C 1.0882 2.8183 0.7311
C -3.5527 -0.5661 -1.8517
C 1.0155 1.9063 5.0842
C -0.5049 -1.0521 -4.4975
C 1.8128 -3.9163 -0.1155
C 1.7907 -2.6032 -0.6136
C -1.0169 3.8236 -0.7916
C 4.1430 -4.1516 -0.7117
C 1.6188 -0.2379 3.4092
C -0.1100 2.0880 0.6587
C 2.9752 -2.0817 -1.1569
C 0.1782 -0.8615 -2.1556
C -0.4150 -1.5847 -3.2078
C 0.5875 0.9511 -3.7382
C -3.6200 0.1107 1.6233
C 2.9789 -4.6853 -0.1658
H -5.0710 0.0709 -0.4435
H -4.6904 -0.1797 1.6147
H 2.1631 4.5860 0.1248
H -3.5190 0.9342 2.3607
H 3.0079 -1.0715 -1.5551
H -0.4769 2.4336 3.6415
H 1.6019 0.0466 0.2718
H -2.0969 2.0644 -0.2098
H -4.0028 -1.3860 -3.6501
H 1.8637 -1.0989 2.7905
H 2.9751 -5.7008 0.2214
H -0.9684 -1.6317 -5.2916
H 5.0484 -2.4303 -1.6345
H -1.3980 0.6124 -1.2413
H 1.9305 2.4483 1.3119
H -4.2170 1.4149 -1.2413
H 0.7695 2.7398 5.7367
H 5.0497 -4.7493 -0.7528
H -1.8383 4.2079 -1.3908
H -0.0747 0.6359 -5.7624
H 2.5700 1.1522 6.3683
H -0.8176 -2.5809 -3.0319
H 0.2878 5.4785 -1.2337
H 3.1001 -0.7650 4.8838
H 0.9783 1.9458 -3.9355
H 0.9166 -4.3556 0.3184
H 1.1514 1.0228 -1.6868

Cartesian forces (eV/Å) of the 3 atoms listed first:
Rh 10.2437 -3.0288 -1.4226
P 1.7618 1.4291 0.5892
P 1.9109 -0.4546 -0.2382

=====

C28H28BF3FeO6 | the ωB97M-V functional and the def2-TZVPD basis

Its expectation value of S² is 6.09. The HOMO energy (spin up / spin down) comes out at -13.6 / -15.0 eV. The calculation puts the total energy at -3122.6617 hartree. For the energy above the lowest of the compared OMol25 structures with the same formula, charge and spin, the calculation gives 13.3 kcal per mole. As for the charge: +2. As for the multiplicity: 5. The maximum force is 0.169 hartree/bohr. As for the LUMO energy (spin up / spin down): -7.02 / -8.59 eV.

Element x y z (Å)
Fe 0.2703 -3.8126 -2.2451
F 6.9654 3.1458 1.1101
F 6.6267 1.0675 1.7646
F 6.9154 1.5151 -0.3655
O -2.5862 -3.7483 -2.8374
O -0.3578 -6.2509 -0.7525
O -2.8614 -0.9034 -0.6322
O 0.3361 3.3925 -0.9128
O -1.3438 -2.5443 0.0006
O 0.5094 -5.5079 -4.5591
C 4.2328 2.0393 -0.6108
C 0.4865 -1.7796 -2.2515
C 4.8437 2.1701 0.6347
C 0.0103 -5.2624 -1.2407
C -0.9181 5.2985 -1.7056
C -4.6528 -1.3510 0.8357
C 0.6227 2.6825 0.3169
C -1.4575 -3.6154 -2.5706
C -2.2618 -2.4372 1.1136
C 6.3292 1.9743 0.7782
C -0.7033 -0.8713 -1.9545
C 2.8517 2.1646 -0.7093
C 0.0007 3.5300 1.3732
C 4.1062 2.4757 1.7692
C -1.4288 -2.3106 2.3691
C -2.7970 0.0958 1.5495
C -0.7091 4.5331 0.7416
C 2.7314 2.6223 1.6621
C 2.0913 2.4531 0.4249
C 0.7914 -0.2458 0.5389
C -0.4724 4.4346 -0.6278
C 1.2147 -1.4970 0.1313
C -3.0292 -3.7487 1.1607
C 0.1523 0.7651 -0.2368
C -3.1524 -1.1599 0.7548
C 1.3830 -2.0328 -1.1670
C -0.3709 0.4963 -1.4665
C 0.5746 -4.7143 -3.7093
B -1.6931 -1.5786 -0.9031
H -0.8452 -3.2284 2.5108
H -0.1140 5.5078 -2.4211
H -1.2580 6.2448 -1.2680
H 2.1444 2.8741 2.5472
H 1.0755 0.0480 1.5560
H -4.9588 -1.5405 1.8701
H -1.2970 -0.7749 -2.8779
H 0.9281 -1.5946 -3.2483
H -0.6667 1.3188 -2.1129
H -1.7646 4.8545 -2.2492
H 2.3642 2.0189 -1.6735
H 4.8242 1.8319 -1.4955
H -3.5883 -3.9154 0.2325
H -3.3723 0.9443 1.1534
H -0.2599 1.6482 0.3522
H 1.6441 -2.1149 0.9309
H -1.7315 0.3475 1.4694
H -3.7163 -3.7643 2.0147
H -1.3286 5.3067 1.1950
H -2.3147 -4.5726 1.2849
H 2.3272 -2.5795 -1.3714
H 4.5931 2.5995 2.7355
H -3.0529 -0.0239 2.6112
H -4.9871 -2.1718 0.1933
H -5.1453 -0.4296 0.5012
H -0.7286 -1.4708 2.3077
H 0.0600 3.3245 2.4412
H -2.0809 -2.1725 3.2395

Cartesian forces (eV/Å) of the 3 atoms listed first:
Fe 1.6205 3.7294 2.5498
F -0.8319 -1.2208 -0.3107
F -0.4798 0.9199 -0.9116